[1]
{"formula": "CH3N5O2", "method": "ωB97M-V/def2-TZVPD", "species": ["C", "N", "N", "N", "N", "N", "O", "O", "H", "H", "H"], "positions_angstrom": [[-2.26798, -0.99749, 1.22598], [-3.27937, -0.54934, 1.55340], [0.26012, 0.84044, -0.51905], [-1.06852, -1.26547, 0.82591], [-0.00172, -0.50476, 0.87021], [0.64526, -0.13534, 1.96572], [1.42673, 0.75986, 1.82419], [0.33466, -0.80905, 2.92895], [1.33073, 0.73078, -0.47786], [-0.17507, 1.76581, -0.22574], [-0.98545, -2.17101, 0.40863]], "nbo_charge": [0.38, -0.30, -0.64, -0.43, -0.02, 0.61, -0.38, -0.39, 0.39, 0.38, 0.41], "gap_ha": [0.34566, 0.34571], "total_charge": 0, "relative_energy_kj_mol": 427.60, "lumo_energy_ev": [-1.24, -1.24], "e_homo_ev": [-10.65, -10.65], "e_tot_ha": -463.87152}

[2]
{"formula": "C32H78BrNO14P", "method": "ωB97M-V/def2-TZVPD", "species": ["C", "C", "Br", "C", "C", "O", "C", "C", "N", "C", "P", "C", "O", "H", "H", "H", "H", "H", "H", "H", "H", "H", "H", "H", "H", "H", "H", "H", "H", "H", "H", "C", "O", "C", "C", "O", "C", "H", "H", "H", "H", "H", "H", "H", "H", "H", "H", "C", "O", "C", "C", "O", "C", "H", "H", "H", "H", "H", "H", "H", "H", "H", "H", "C", "O", "C", "C", "O", "C", "H", "H", "H", "H", "H", "H", "H", "H", "H", "H", "C", "O", "C", "C", "O", "C", "H", "H", "H", "H", "H", "H", "H", "H", "H", "H", "C", "O", "C", "C", "O", "C", "H", "H", "H", "H", "H", "H", "H", "H", "H", "H", "C", "O", "C", "C", "O", "C", "H", "H", "H", "H", "H", "H", "H", "H", "H", "H"], "positions_angstrom": [[-0.70768, 1.60824, -3.02214], [0.43385, 0.75389, -3.52713], [0.52797, 0.97391, -5.48140], [1.81418, 1.15465, -3.01077], [2.00673, 1.03479, -1.49335], [1.04907, 0.12078, -0.98059], [1.24659, -0.20131, 0.37962], [1.53846, 0.98238, 1.30204], [2.39391, 2.02521, 0.66821], [1.88786, 2.34154, -0.72399], [2.87979, 3.84335, -1.27373], [4.22437, 3.17326, -2.32709], [1.92258, 4.53309, -2.41529], [-0.75783, 2.56553, -3.52740], [-0.53677, 1.82087, -1.97145], [-1.65230, 1.08178, -3.06906], [0.27700, -0.29935, -3.35642], [2.01984, 2.15376, -3.38144], [2.54228, 0.49679, -3.47545], [3.00613, 0.65464, -1.27979], [2.00419, -0.97656, 0.48351], [0.31178, -0.63184, 0.72333], [2.07958, 0.60098, 2.16221], [0.63778, 1.44081, 1.68887], [2.38353, 2.90893, 1.18729], [3.36915, 1.72329, 0.58840], [0.84455, 2.62198, -0.61823], [4.23463, 2.08975, -2.34761], [5.16254, 3.57526, -1.97389], [4.04572, 3.52833, -3.33878], [0.98505, 4.50734, -2.14184], [-7.11689, 3.17103, -2.50941], [-7.15556, 1.76480, -2.33304], [-6.51805, 1.04447, -3.37977], [-5.11622, 0.62489, -2.99586], [-4.25719, 1.74291, -2.79800], [-4.10426, 2.08608, -1.43297], [-7.37072, 3.62935, -1.55452], [-6.12560, 3.51397, -2.81288], [-7.85098, 3.48610, -3.25836], [-6.50414, 1.63628, -4.29865], [-7.11409, 0.14826, -3.57000], [-4.69227, 0.03035, -3.81071], [-5.14001, -0.00121, -2.09830], [-3.41185, 1.38490, -0.94651], [-5.05591, 2.07938, -0.90012], [-3.68413, 3.09018, -1.38192], [6.03191, -3.59169, 0.42229], [6.91069, -2.72316, -0.28052], [6.31266, -2.11649, -1.40955], [5.86309, -0.70299, -1.11104], [4.83453, -0.67148, -0.11840], [5.33436, -0.37110, 1.17718], [6.46380, -3.78649, 1.40321], [5.04439, -3.14409, 0.55688], [5.93082, -4.53893, -0.11597], [5.46898, -2.71538, -1.76612], [7.06308, -2.08147, -2.20412], [5.45111, -0.26367, -2.02616], [6.71180, -0.09010, -0.79529], [5.53727, 0.70553, 1.26901], [6.24797, -0.92273, 1.39694], [4.57258, -0.65252, 1.90581], [-2.79363, 5.06422, 1.28816], [-4.13996, 4.95397, 0.87780], [-5.06471, 5.39599, 1.86629], [-5.54755, 6.80569, 1.60420], [-4.49556, 7.75257, 1.69701], [-3.97981, 8.15164, 0.43826], [-2.17091, 4.98271, 0.39547], [-2.59252, 6.02323, 1.76980], [-2.53437, 4.25121, 1.97889], [-4.61676, 5.32918, 2.86202], [-5.92168, 4.71763, 1.83389], [-6.28876, 7.06583, 2.36498], [-6.03440, 6.86621, 0.62621], [-4.66046, 8.85821, -0.04656], [-3.81698, 7.29759, -0.22329], [-3.02799, 8.64977, 0.61598], [7.98978, -2.36895, 3.90766], [7.10905, -3.40496, 4.30742], [7.68469, -4.27036, 5.28366], [7.23066, -3.92091, 6.68365], [7.67598, -2.63487, 7.08715], [6.68764, -1.62999, 6.96693], [7.40060, -1.60629, 3.39768], [8.49208, -1.91083, 4.76155], [8.73928, -2.75901, 3.21072], [8.77577, -4.24124, 5.21755], [7.35632, -5.28796, 5.05120], [7.66160, -4.64558, 7.38013], [6.14061, -3.98931, 6.75839], [5.96199, -1.70711, 7.78387], [6.16192, -1.69127, 6.01046], [7.18900, -0.66557, 7.03463], [-11.38498, -1.03536, -6.13855], [-11.75308, 0.27452, -5.74208], [-11.00676, 0.76580, -4.64157], [-9.89061, 1.69009, -5.07818], [-8.90816, 1.01694, -5.85179], [-9.06351, 1.21092, -7.24864], [-11.80158, -1.20805, -7.12934], [-10.30039, -1.15401, -6.18580], [-11.80096, -1.77568, -5.44701], [-10.60241, -0.06256, -4.05144], [-11.69727, 1.32850, -4.00634], [-9.39084, 2.07663, -4.18405], [-10.29797, 2.54102, -5.63259], [-8.70064, 2.20275, -7.53863], [-10.10430, 1.10290, -7.55855], [-8.46363, 0.45632, -7.75477], [2.69218, -9.06465, 4.20660], [2.31633, -7.74572, 4.57138], [3.05949, -7.22577, 5.66101], [4.16865, -6.30325, 5.20174], [5.15086, -6.99502, 4.44468], [4.98922, -6.83190, 3.04722], [2.27840, -9.26307, 3.21943], [3.77698, -9.17911, 4.16491], [2.27832, -9.78948, 4.91465], [3.46954, -8.03717, 6.26925], [2.36436, -6.65366, 6.28333], [4.67055, -5.89038, 6.08286], [3.75798, -5.46707, 4.62671], [5.36114, -5.84732, 2.73830], [3.94591, -6.93911, 2.74348], [5.58060, -7.60053, 2.55225]], "lowdin_charge": [-0.13, -0.70, 0.72, -0.21, -0.33, -0.08, -0.14, -0.07, 0.05, -0.34, 0.92, -0.22, -0.30, 0.08, 0.05, 0.08, 0.09, 0.08, 0.11, 0.13, 0.13, 0.14, 0.13, 0.14, 0.16, 0.16, 0.12, 0.02, 0.04, 0.06, 0.07, -0.10, -0.19, -0.20, -0.20, -0.20, -0.12, 0.09, 0.08, 0.08, 0.13, 0.13, 0.13, 0.13, 0.08, 0.09, 0.08, -0.09, -0.18, -0.20, -0.19, -0.23, -0.10, 0.08, 0.08, 0.10, 0.13, 0.13, 0.12, 0.13, 0.09, 0.08, 0.09, -0.12, -0.20, -0.19, -0.20, -0.19, -0.11, 0.08, 0.09, 0.08, 0.13, 0.13, 0.13, 0.13, 0.09, 0.08, 0.09, -0.11, -0.21, -0.19, -0.20, -0.18, -0.11, 0.07, 0.09, 0.09, 0.13, 0.12, 0.13, 0.11, 0.09, 0.08, 0.09, -0.11, -0.19, -0.20, -0.20, -0.20, -0.10, 0.09, 0.08, 0.09, 0.13, 0.13, 0.11, 0.13, 0.09, 0.09, 0.09, -0.11, -0.19, -0.20, -0.21, -0.19, -0.10, 0.09, 0.08, 0.09, 0.13, 0.13, 0.11, 0.13, 0.08, 0.09, 0.09], "gap_ha": 0.27403, "total_charge": 1, "lumo_energy_ev": -2.89, "e_homo_ev": -10.35, "e_tot_ha": -5289.01825}

[3]
{"formula": "ClH2NO", "method": "ωB97M-V/def2-TZVPD", "species": ["N", "O", "Cl", "H", "H"], "positions_angstrom": [[1.59207, -0.23834, -0.39660], [1.92473, -0.26525, 0.72898], [-2.35500, -0.12496, 0.25653], [0.56954, -0.20884, -0.52775], [-1.73135, 0.83740, -0.06115]], "nbo_charge": [-0.01, -0.23, -0.23, 0.24, 0.23], "gap_ha": 0.34068, "total_charge": 0, "relative_energy_kj_mol": 14.51, "lumo_energy_ev": -0.17, "smiles": "N=O.Cl", "e_homo_ev": -9.44, "e_tot_ha": -591.27765}

[4]
{"formula": "C4H6N2S", "method": "ωB97M-V/def2-TZVPD", "species": ["C", "C", "C", "C", "H", "H", "H", "H", "H", "H", "N", "N", "S"], "positions_angstrom": [[0.94683, -0.17806, -0.13232], [-0.38138, 0.29931, 0.16851], [-0.68707, 1.58495, 0.35466], [-1.50213, -0.65395, -0.03613], [0.75689, -1.98473, 0.96041], [2.16758, -1.74211, -0.10779], [1.46028, 1.37013, -1.05119], [0.02444, 2.37212, 0.25881], [-1.70007, 1.97788, 0.64996], [-1.06449, -1.67115, -0.22196], [1.21242, -1.54204, 0.15755], [1.83768, 0.51835, -0.68831], [-3.07097, -0.35070, -0.31219]], "nbo_charge": [0.41, -0.23, -0.22, -0.29, 0.39, 0.41, 0.34, 0.20, 0.22, 0.21, -0.84, -0.68, 0.07], "gap_ha": 0.28451, "total_charge": 0, "relative_energy_kj_mol": 184.73, "lumo_energy_ev": -1.11, "smiles": "[H]/N=C(/N)C(=C)C=S", "e_homo_ev": -8.85, "e_tot_ha": -663.65817}

[5]
{"formula": "C46H48CrN9O", "method": "ωB97M-V/def2-TZVPD", "species": ["Cr", "C", "O", "H", "H", "H", "N", "C", "C", "C", "C", "C", "H", "H", "H", "H", "H", "N", "C", "C", "C", "C", "C", "H", "H", "H", "H", "H", "N", "C", "C", "C", "C", "C", "H", "H", "H", "H", "H", "N", "C", "C", "C", "C", "C", "H", "H", "H", "H", "H", "N", "C", "C", "C", "C", "C", "H", "H", "H", "H", "H", "N", "C", "C", "C", "C", "C", "H", "H", "H", "H", "H", "N", "C", "C", "C", "C", "C", "H", "H", "H", "H", "H", "N", "C", "C", "C", "C", "C", "H", "H", "H", "H", "H", "N", "C", "C", "C", "C", "C", "H", "H", "H", "H", "H"], "positions_angstrom": [[-11.73241, 2.47299, -12.58503], [-10.56832, 1.03735, -15.62430], [-10.93452, 1.31917, -14.27603], [-10.37161, -0.01898, -15.80752], [-11.25534, 1.30458, -16.42722], [-9.66136, 1.55460, -15.93731], [-13.58677, 1.18994, -12.53112], [-14.50099, 1.19443, -11.55055], [-15.52957, 0.30517, -11.36377], [-15.68006, -0.82149, -12.19374], [-14.76530, -0.92381, -13.25684], [-13.76433, 0.09387, -13.38288], [-14.50175, 2.08026, -10.93273], [-16.36009, 0.49994, -10.70143], [-16.47063, -1.54551, -12.06260], [-14.68767, -1.69698, -14.00689], [-13.05391, -0.12818, -14.16544], [-11.56064, -3.46467, -15.31090], [-11.41572, -2.67578, -14.23470], [-11.38403, -3.11748, -12.91055], [-11.56632, -4.47702, -12.68870], [-11.79648, -5.32562, -13.81235], [-11.80881, -4.75540, -15.08175], [-11.27264, -1.63066, -14.46635], [-11.16566, -2.47857, -12.06763], [-11.53195, -4.82315, -11.66624], [-12.04354, -6.37149, -13.70504], [-12.07374, -5.33458, -15.95398], [-10.95731, 0.91841, -10.93868], [-11.36859, 0.75162, -9.64611], [-10.73045, -0.12701, -8.76894], [-9.62635, -0.81593, -9.23449], [-9.19827, -0.75860, -10.53597], [-9.88213, 0.13497, -11.36560], [-12.10856, 1.43664, -9.25934], [-11.06375, -0.23911, -7.74779], [-9.06156, -1.40643, -8.52830], [-8.30726, -1.26221, -10.88076], [-9.54223, 0.29930, -12.37746], [-15.02936, 4.21292, -19.29557], [-13.99322, 5.00811, -19.01490], [-12.68208, 4.53607, -18.65418], [-12.49561, 3.18141, -18.69922], [-13.54945, 2.32192, -19.11067], [-14.81578, 2.88683, -19.33917], [-14.21072, 6.06091, -19.11846], [-11.80826, 5.13254, -18.43726], [-11.50950, 2.79257, -18.49236], [-13.48918, 1.24364, -19.11910], [-15.71129, 2.33205, -19.57727], [-11.00169, -0.20231, -19.49223], [-9.77899, -0.58309, -18.96891], [-8.57338, -0.00817, -19.36042], [-8.60717, 1.01201, -20.34040], [-9.83311, 1.37494, -20.86253], [-10.97697, 0.75473, -20.42261], [-9.87309, -1.26875, -18.13981], [-7.62761, -0.34466, -18.96205], [-7.69305, 1.52044, -20.60928], [-9.87320, 2.09981, -21.66212], [-11.96440, 1.07918, -20.71605], [-8.81485, 5.96267, -20.31969], [-9.10053, 6.95603, -19.46461], [-9.29799, 6.86032, -18.09807], [-9.25665, 5.54171, -17.56954], [-9.01265, 4.46972, -18.41570], [-8.73882, 4.74318, -19.73807], [-9.29767, 7.89851, -19.95376], [-9.61223, 7.62481, -17.40295], [-9.43492, 5.37262, -16.51786], [-8.98537, 3.44618, -18.07214], [-8.57166, 3.95373, -20.45586], [-9.67256, 3.43771, -12.34482], [-9.20167, 3.72346, -11.09801], [-7.88508, 4.07096, -10.72443], [-6.96602, 4.29510, -11.75048], [-7.42795, 4.12992, -13.04957], [-8.74783, 3.70043, -13.32488], [-9.90239, 3.43495, -10.32850], [-7.69728, 4.10361, -9.66138], [-5.97214, 4.70535, -11.64898], [-6.70408, 4.31908, -13.82843], [-9.10745, 3.47925, -14.31893], [-5.09430, 0.19160, -12.02476], [-4.91971, -1.13838, -11.82733], [-5.72335, -2.06242, -12.44117], [-6.76985, -1.58128, -13.33051], [-6.95946, -0.22942, -13.49653], [-6.05240, 0.64597, -12.86507], [-4.14931, -1.34455, -11.09906], [-5.52427, -3.12325, -12.40376], [-7.37217, -2.28645, -13.88399], [-7.74894, 0.16559, -14.11869], [-6.05850, 1.72082, -12.97016], [-15.30227, 0.08906, -16.34277], [-14.31104, -0.73244, -16.84137], [-14.34940, -2.10405, -16.82038], [-15.50042, -2.73504, -16.45202], [-16.59600, -1.94127, -16.04477], [-16.44306, -0.51451, -15.98886], [-13.38036, -0.25849, -17.11636], [-13.44076, -2.63023, -17.07316], [-15.56424, -3.81303, -16.46853], [-17.54821, -2.38715, -15.79799], [-17.28063, 0.14515, -15.81645]], "mulliken_spin": [4.09, -0.02, 0.00, 0.00, -0.01, 0.00, -0.06, 0.00, -0.01, 0.01, 0.00, 0.03, -0.01, 0.00, 0.00, 0.00, 0.00, 0.00, 0.00, 0.00, 0.00, 0.00, 0.00, 0.00, 0.00, 0.00, 0.00, 0.00, -0.07, 0.01, 0.00, 0.00, 0.00, 0.03, 0.01, 0.00, 0.00, 0.00, 0.01, 0.07, 0.24, 0.15, -0.05, 0.22, 0.23, 0.01, 0.06, 0.00, 0.06, 0.01, 0.00, 0.00, 0.00, 0.00, 0.00, 0.01, 0.00, 0.00, 0.00, 0.00, -0.01, 0.00, 0.00, 0.00, 0.00, 0.00, 0.00, 0.00, 0.00, 0.00, 0.00, 0.00, -0.06, 0.01, 0.00, 0.01, 0.00, 0.03, 0.00, 0.00, 0.00, 0.00, -0.02, 0.00, 0.00, 0.00, 0.00, 0.00, 0.00, 0.00, 0.00, 0.00, 0.00, 0.00, 0.00, 0.01, 0.00, 0.00, 0.00, 0.00, 0.00, 0.00, 0.00, 0.00, 0.00], "gap_ha": [0.26773, 0.11604], "total_charge": 2, "relative_energy_kj_mol": 0.00, "lumo_energy_ev": [-5.76, -9.96], "e_homo_ev": [-13.05, -13.12], "e_tot_ha": -3393.48429, "s2": 8.780, "multiplicity": 6}

[6]
{"formula": "C7H4NO5P", "method": "ωB97M-V/def2-TZVPD", "species": ["C", "C", "C", "C", "C", "C", "C", "N", "O", "O", "O", "O", "O", "P", "H", "H", "H", "H"], "positions_angstrom": [[1.34216, -1.12974, -0.78504], [1.42459, -2.39649, -0.19685], [0.27602, -0.32295, -0.47556], [0.40831, -2.75919, 0.67138], [-0.72042, -0.78430, 0.41492], [-1.42993, 1.64993, 0.95168], [-1.80200, 0.12051, 0.81602], [-0.63526, -2.01153, 0.97635], [-1.08956, 2.18497, -0.13820], [1.54005, 3.28126, -0.41226], [-1.57445, 2.14647, 2.06110], [-2.95129, -0.25267, 1.05573], [0.03396, 3.47085, -2.39465], [0.19609, 3.72430, -0.92114], [2.10691, -0.78562, -1.47246], [2.24936, -3.06654, -0.40830], [0.18973, 0.66379, -0.90236], [0.43573, -3.73303, 1.15963]], "nbo_charge": [-0.18, -0.28, -0.20, 0.00, 0.09, 0.72, 0.45, -0.41, -0.75, -1.24, -0.70, -0.56, -1.25, 1.43, 0.22, 0.19, 0.30, 0.16], "gap_ha": 0.16246, "total_charge": -2, "relative_energy_kj_mol": 0.00, "lumo_energy_ev": 5.22, "smiles": "O=P(=O)O/C([O-])=C(/[O-])c1ccccn1", "e_homo_ev": 0.80, "e_tot_ha": -1041.51873}

[7]
{"formula": "C6H10O", "method": "ωB97M-V/def2-TZVPD", "species": ["C", "C", "C", "C", "C", "C", "O", "H", "H", "H", "H", "H", "H", "H", "H", "H", "H"], "positions_angstrom": [[1.18166, -1.95311, 1.38505], [0.14212, -1.41798, 0.49541], [0.54172, -0.49637, -0.62032], [-0.38900, 0.69438, -0.41104], [-0.23986, 1.95038, -1.23438], [-1.67085, 0.44073, 0.25042], [-0.52344, 0.82722, 1.01711], [0.95951, -3.02375, 1.48010], [0.96243, -1.55574, 2.39005], [2.24468, -1.78475, 1.15424], [1.58996, -0.13949, -0.64251], [0.35263, -1.02998, -1.56564], [-0.54033, 1.73717, -2.26761], [0.78262, 2.34112, -1.24839], [-0.90524, 2.73025, -0.84911], [-1.99582, -0.58930, 0.35633], [-2.43297, 1.21298, 0.25282]], "nbo_charge": [-0.80, 0.21, -0.60, 0.22, -0.63, -0.12, -0.50, 0.26, 0.28, 0.18, 0.18, 0.25, 0.22, 0.22, 0.22, 0.23, 0.18], "gap_ha": 0.31162, "total_charge": 0, "relative_energy_kj_mol": 432.31, "lumo_energy_ev": 0.59, "e_homo_ev": -7.89, "e_tot_ha": -309.67771}

[8]
{"formula": "CH2N2O2", "method": "ωB97M-V/def2-TZVPD", "species": ["C", "N", "N", "O", "O", "H", "H"], "positions_angstrom": [[0.21259, 0.97553, -1.39323], [0.29141, 0.22120, -0.25215], [-0.10868, -1.00616, 0.19698], [0.92843, 1.26388, -2.30568], [-0.43153, -0.89219, 1.59050], [0.36770, 0.88283, 0.45335], [-1.25992, -1.44510, 1.71023]], "nbo_charge": [0.60, -0.46, 0.02, -0.46, -0.59, 0.40, 0.49], "gap_ha": [0.30969, 0.31810], "total_charge": 0, "relative_energy_kj_mol": 605.51, "lumo_energy_ev": [-0.01, -0.23], "e_homo_ev": [-8.44, -8.89], "e_tot_ha": -299.10622}